Below is a molecular structure, C11H20N4OPt in a non-equilibrium geometry, with properties calculated with ωB97M-V/def2-TZVPD.

The value obtained for the HOMO energy (spin up / spin down) is -23.96 / -24.41 eV. The total charge is +4. The value obtained for the HOMO-LUMO gap (spin up / spin down) is 9.35 / 5.53 eV. The value obtained for the max |F| is 2.84 eV/A. The value obtained for the energy above the lowest of the compared OMol25 structures with the same formula, charge and spin is 78.96 kJ/mol. As for the expectation value of S²: 6.032. The spin multiplicity is 5.

XYZ file:
```
37
Properties=species:S:1:pos:R:3:forces:R:3
Pt -0.510986 0.463310 0.316776 -0.11 0.02 -0.99
N -1.866066 1.424689 1.869953 0.08 -1.27 -0.14
C -1.967566 2.880837 1.879399 -0.23 1.54 0.16
C -0.662518 3.613303 1.578575 -0.03 0.15 -0.21
C -0.400184 3.682126 0.068638 -0.68 0.83 0.50
N 0.318850 2.527323 -0.432164 0.53 -0.50 -0.40
H -2.816207 1.034146 1.807536 0.24 -0.19 0.02
H -1.451362 1.087853 2.752122 -0.23 0.10 -0.21
H -2.314243 3.220495 2.881679 0.16 -0.50 -0.19
H -2.765760 3.217033 1.203720 0.18 -0.31 0.02
H 0.188704 3.145369 2.086160 0.02 0.15 0.16
H -0.744628 4.640196 1.960445 0.03 -0.30 -0.02
H 0.190804 4.598813 -0.141886 0.14 -0.37 -0.02
H -1.336251 3.826077 -0.482526 0.17 -0.19 -0.06
H 1.306019 2.552495 -0.153058 -0.16 -0.04 -0.09
H 0.262948 2.486294 -1.455024 0.10 -0.23 0.04
C -0.263959 -0.839539 -4.073242 0.24 0.40 -0.73
C -0.360159 -1.101029 -2.618419 0.31 -2.43 -0.80
O -0.595693 -0.156497 -1.844368 -0.43 1.86 2.11
N -0.182398 -2.374363 -2.210856 0.32 0.82 -0.72
C -0.424287 -2.892163 -0.898205 -0.56 0.24 1.03
C 0.624122 -2.598894 0.179057 -1.30 0.46 -1.48
C 1.402482 -3.666124 0.636299 1.65 -0.89 1.15
C 2.376559 -3.415873 1.592931 0.65 -1.26 0.19
C 2.554269 -2.137974 2.085512 1.08 -1.19 0.82
C 1.744263 -1.124562 1.583443 -0.83 0.97 -0.57
N 0.789316 -1.375051 0.686558 -0.75 2.08 -0.03
H -0.816367 0.059311 -4.354805 -0.05 -0.12 0.14
H -0.615863 -1.681548 -4.677100 -0.04 0.02 0.19
H 0.784330 -0.656219 -4.359932 -0.12 -0.08 0.21
H 0.008336 -3.059660 -2.943725 -0.06 0.23 0.16
H -0.527709 -3.977893 -0.977961 -0.09 0.19 0.04
H -1.379542 -2.489517 -0.512228 0.10 -0.21 -0.05
H 1.276200 -4.670032 0.246791 -0.13 -0.03 -0.05
H 3.006420 -4.241674 1.948741 -0.22 0.32 -0.06
H 3.282225 -1.906534 2.863477 0.00 -0.10 -0.13
H 1.885900 -0.094524 1.907688 -0.02 -0.17 0.02
```
Forces are in eV/Å.